(1)
9 unconnected molecules or ions with the total composition C33H74BrINO26S8. Source: the OMol25 dataset; level of theory: ωB97M-V/def2-TZVPD.

Atoms and positions in Å:
O: 5.86121 0.43763 6.85938
H: -1.05836 -2.05861 5.99763
O: -3.49217 -1.86370 -5.38419
H: 4.26480 0.17763 4.77680
C: -3.49777 0.06261 -3.64003
C: -3.83190 0.54764 -7.49473
C: 3.12857 1.95113 -0.70253
H: 5.59650 4.66512 7.56518
C: 1.94683 1.40011 -0.17538
C: 2.04567 -3.58551 2.83023
O: -1.97784 -3.84373 11.55767
H: -4.63729 -3.83009 10.61930
S: 0.77283 -2.64043 3.60243
H: 1.20040 5.00834 3.73901
H: -3.03945 7.06015 0.29574
O: -0.33225 5.17264 2.23747
H: 8.46662 -0.64909 6.93353
C: -2.57360 6.11072 0.55306
H: 1.10775 -2.31011 -6.02805
C: 2.59630 3.97166 0.47919
H: 0.28763 1.71441 1.09882
O: -0.06061 -5.88634 -7.87647
C: 0.99755 -1.39754 5.88688
O: -5.43750 0.37463 -13.99650
H: 5.70782 -2.28091 3.67733
H: -2.77396 0.69912 -7.71842
O: 6.44754 -1.43792 5.37109
O: 0.64543 -1.38431 2.91219
H: 7.75207 -0.88220 8.55095
O: -4.03230 0.43402 -6.06814
H: -1.33432 4.77998 4.96930
I: 3.09336 5.97261 0.93618
H: 4.84504 4.24440 9.12706
H: -1.52715 6.17321 0.24751
C: 0.42487 -3.02852 -6.48113
H: -4.34781 -0.47233 -9.32082
H: 4.99421 2.11172 -2.94648
C: 1.17166 0.57340 -3.02143
H: -0.30330 -2.45848 -7.06051
H: -3.20870 1.10600 -3.55214
S: 0.47345 -4.70285 -8.47250
H: 4.57349 -2.28344 5.01817
S: 3.27979 4.31627 7.40124
H: 1.57957 -5.79366 -10.21350
S: -5.04013 0.65677 -12.48086
O: -0.35098 -3.82276 -9.24175
H: 2.92385 -2.95678 2.70321
C: -1.49105 -6.11136 9.32116
H: 0.01644 -2.86135 7.12883
S: -2.33066 -3.79984 10.17445
H: 0.46793 -4.46815 -4.87004
H: 1.67216 -3.91273 1.86183
C: -6.58509 -0.45685 -14.25461
H: -6.55478 -1.35099 -13.62936
H: -8.04774 0.55794 -13.02532
O: 3.63630 4.01511 5.86807
C: 4.88231 4.01487 8.06421
H: -2.81808 0.54141 -13.23801
H: 1.79717 3.17728 5.38459
S: -1.69034 4.91500 2.66814
C: -0.81393 -6.68438 10.55089
H: 0.93608 -0.45799 0.35843
O: -0.35038 -3.49126 3.82182
H: 2.69788 5.85663 4.18182
O: 2.37529 3.31043 7.86432
C: -0.20366 -1.90539 6.65765
H: 1.80365 -1.16372 6.58137
C: 1.93156 5.16681 4.53470
H: 2.05220 -0.02101 -3.30400
C: 4.02770 1.13308 -1.62015
H: 0.85498 3.93030 1.61765
H: 3.97563 -0.60282 3.21888
C: 0.52668 0.03340 -1.72829
C: -7.88667 0.29890 -14.07168
C: -3.27889 4.97845 -0.16170
H: 0.76254 -0.47876 5.34490
H: -5.42078 -0.83631 -7.95501
H: -1.50133 6.47005 4.41707
O: 1.22433 -3.85197 -7.34828
O: 5.23132 -1.89592 7.46351
H: -1.54312 -7.16729 11.20166
C: -3.98013 -3.19851 10.02699
H: -3.02111 1.64268 -11.84783
H: -3.99377 -2.18018 10.40983
H: 1.53189 1.60218 -2.88130
C: -3.43805 1.31872 -12.79918
H: -0.78366 -5.55616 8.70194
O: 2.96982 5.70538 7.53339
O: -2.25567 3.61116 2.52462
H: 5.13381 2.96752 7.91140
O: 4.20132 1.55516 -2.91698
H: 1.42238 5.64949 5.36887
O: -2.66023 5.98030 1.98397
S: -3.05779 -0.51066 -5.24487
O: -1.69765 -0.13210 -5.51458
H: -2.95609 -0.54181 -2.91649
H: 5.50799 0.23964 3.53803
O: -4.89985 -0.59273 -11.79604
H: 0.39557 0.55864 -3.79378
H: -8.72852 -0.30892 -14.40435
C: 1.45963 -0.00455 -0.49489
H: 2.96451 3.34127 4.08044
H: 2.26986 -4.44633 3.45506
C: -0.25360 -3.83916 -5.39420
H: -0.74001 -3.17866 -4.67491
H: 7.98445 -2.28774 7.47535
S: 6.13977 -0.96671 6.86778
H: -3.29554 5.16351 -1.23612
H: 4.33948 3.73211 -0.74392
H: 0.12351 -0.96649 -1.92019
O: -1.49748 -3.13259 9.21808
H: -0.49397 -1.19126 7.42719
O: 4.53271 0.11891 -1.21947
H: -4.35828 1.44952 -7.80412
C: 7.75524 -1.22637 7.51882
C: -4.38751 -0.64511 -8.24536
H: -1.88546 -6.92252 8.71090
C: 1.90119 -5.13216 -9.41193
H: -3.81767 -1.54865 -8.02694
O: -2.61649 -5.28205 9.66262
H: -3.53651 2.16617 -13.47291
H: -7.87381 1.23031 -14.63825
H: -4.26662 -3.21204 8.97864
H: 2.33711 -4.22533 -9.82263
H: 2.30032 -0.67603 -0.71496
O: 1.52260 -2.39433 4.98119
O: -5.87229 1.69889 -11.96489
H: -0.05603 -7.41339 10.26227
C: -1.89285 5.45976 4.32802
H: 2.60666 -5.64532 -8.76331
H: -6.49616 -0.78438 -15.28924
H: -2.95020 5.42677 4.57754
C: 5.32930 -1.68305 4.50614
C: 2.54931 3.84416 4.95615
Br: -1.01416 1.19075 -1.35677
H: -4.56918 -0.05834 -3.49987
H: -4.30247 4.84814 0.18839
N: 1.50027 3.42610 0.99451
C: 3.43599 3.27399 -0.35294
H: -1.01261 -4.49933 -5.81234
H: -2.74650 4.04335 0.01776
C: 4.73505 -0.39373 3.97579
H: -0.32772 -5.90181 11.13316
C: 1.18374 2.16534 0.67542

Cartesian forces (eV/Å) of the 6 atoms listed first:
O -0.250 0.045 0.111
H 0.002 0.026 0.012
O 0.420 -0.168 -0.048
H -0.023 -0.021 -0.011
C -0.118 0.080 0.008
C -0.057 -0.119 -0.887

Summary:
E_LUMO = -4.107 eV
calculated total energy = -9369.70087 Eh
HOMO = -11.888 eV
frontier orbital gap = 7.78 eV
energy relative to the best compared isomer or geometry (same formula, charge and spin) = 0.0 kJ/mol
charge = +1

---

(2)
11 unconnected molecules or ions with the total composition C33H74Cl2O14. Source: the OMol25 dataset; level of theory: ωB97M-V/def2-TZVPD.

Atoms and positions in Å:
H: -2.61283 26.79544 21.41485
H: 7.23609 17.21568 24.14921
H: 3.96109 20.89203 15.64287
O: 3.04027 16.36895 22.11334
Cl: -0.83473 19.86234 21.16298
H: -0.99357 23.88621 22.92588
H: 2.98486 19.44220 24.39582
C: -3.78312 19.43389 25.21723
H: 6.19029 24.90784 22.14359
H: -2.29220 22.19855 25.54251
O: -3.20443 20.35983 26.04850
H: 2.66842 23.82851 16.54922
C: 2.37886 18.90961 27.91284
H: 1.74292 15.92609 20.44777
H: 0.85143 25.30386 22.62620
C: 7.10668 23.25178 22.88431
O: 3.20979 23.46279 26.46058
C: -1.10780 24.79334 23.51932
C: -2.36421 25.39748 23.01260
H: -1.89479 27.64587 22.93071
H: 2.63171 23.58180 27.21772
H: 7.08144 18.67786 23.00316
H: -0.87036 18.70595 28.33644
H: 5.57208 21.61044 28.03759
O: 7.18103 21.84835 22.87629
H: 0.40272 17.37535 21.62369
C: -2.30472 21.13171 25.31938
C: 2.06701 21.59857 22.38173
H: 1.47060 22.05054 24.48711
H: -0.63791 19.25309 18.91247
H: -3.07129 25.58236 23.82127
C: 4.83716 27.02177 19.54805
H: -2.07879 20.51526 23.27176
H: 1.49746 16.91532 27.83244
H: 0.97830 20.54811 23.98668
H: -0.44624 20.08190 27.31182
H: 6.57224 16.98525 21.43406
H: 1.20370 20.60193 28.84453
H: 1.76557 21.28288 17.90810
C: 3.36816 20.84805 21.91491
H: 3.23714 18.58581 28.50158
C: 1.82651 16.19512 22.84445
H: 7.11003 21.55673 21.96441
H: 5.52380 27.06064 20.39369
H: -1.14645 24.44979 24.55304
C: 4.58981 21.69838 27.57337
H: 0.30024 20.82711 19.22082
O: 4.30194 23.01331 17.41660
C: 0.03931 19.82134 19.55010
C: 3.05063 20.51076 24.19101
H: 6.98000 23.61714 23.90340
H: 2.16834 17.51029 26.22857
H: 2.44350 23.49930 18.22371
H: -4.24319 19.70922 23.14313
H: 3.15852 28.52399 19.54765
H: 5.50439 16.02859 24.36609
C: 4.64142 21.62431 17.58984
H: 4.58069 22.66336 22.81036
H: 5.34914 27.45721 18.68993
H: 4.56463 21.31103 18.63102
Cl: 1.58528 19.06426 19.68397
O: 4.77968 16.54796 24.01021
O: 4.05032 20.77824 23.15596
H: -4.62393 18.89007 25.64782
H: 3.99989 28.06985 21.14079
H: 4.89878 24.70946 19.45389
O: 4.66943 23.61803 22.76196
H: 2.06747 22.68613 22.30883
H: 1.19793 21.28912 21.80118
H: 2.86175 21.33039 28.45553
H: 1.86392 16.79363 23.75466
C: 6.77767 17.66520 23.26837
H: 5.06120 23.73681 27.51535
H: 8.07655 23.66286 22.60421
O: 6.95785 16.63519 22.24051
H: 2.37449 24.77677 20.00724
H: -0.16431 16.03723 22.60576
C: 1.23580 19.52154 28.70370
C: 5.29600 17.83899 23.66645
H: 5.71351 21.46437 17.47524
H: -4.96649 20.81486 24.39538
H: 4.90998 18.70952 24.19678
H: 3.49021 20.83722 25.13350
O: 0.47036 18.42220 26.76236
H: 3.89609 21.50136 21.22022
H: 1.52968 21.85184 16.31794
H: -2.90092 24.70153 22.36785
H: 3.38374 25.19343 21.34248
C: -4.07392 20.29579 24.04612
H: 1.86860 15.15136 23.15574
C: 4.58169 23.03942 26.82846
H: 1.15390 19.12048 29.71392
O: 0.90842 15.57990 20.77237
H: 2.71264 19.61171 27.14881
C: 3.60391 27.75273 20.17605
O: 2.58590 26.74528 20.44785
C: 1.78969 21.25509 23.81366
H: 4.76327 18.09357 22.75022
O: 3.69076 21.75709 28.68415
C: -2.78799 21.12501 23.83153
C: 0.00879 25.81348 23.09347
H: 5.91268 23.41353 21.11789
C: -2.00194 26.75179 22.31652
C: -0.04689 19.21095 27.83150
C: 3.61987 20.92779 16.67746
C: 5.94564 23.84596 22.11790
H: 0.43800 26.42818 23.88469
H: -3.06187 18.72999 24.80199
H: 4.40877 20.80963 26.96884
C: 2.31253 21.69459 17.05991
C: 1.68299 17.76200 27.17153
H: 3.65327 19.85128 16.84512
H: -2.92812 22.04430 23.26287
C: 4.23764 25.55881 19.28182
C: 0.63562 16.35813 21.93850
O: -0.67859 26.63861 22.01225
H: 3.35001 19.83343 21.51702
H: 3.79451 25.47663 18.28936
C: 3.13524 25.49040 20.32359
H: 3.76511 16.36946 22.74279
C: 2.93971 23.11891 17.33087
H: 5.23328 22.90244 25.96546
H: -1.26563 20.82662 25.19559

Cartesian forces (eV/Å) of the 6 atoms listed first:
H 0.122 0.789 -0.006
H 0.754 0.524 -0.083
H -0.348 1.106 -0.230
O -0.768 0.784 -1.026
Cl 0.399 0.161 -0.958
H 0.571 -0.146 0.093

Summary:
E_LUMO = 0.173 eV
calculated total energy = -3275.16335 Eh
HOMO = -9.060 eV
frontier orbital gap = 9.23 eV
energy relative to the best compared isomer or geometry (same formula, charge and spin) = 57.1 kJ/mol

---

(3)
10 unconnected molecules or ions with the total composition C33H74N2O19S. Source: the OMol25 dataset; level of theory: ωB97M-V/def2-TZVPD.

Atoms and positions in Å:
C: 1.26279 -0.49032 -2.20573
C: 1.84579 7.64868 1.78427
H: 0.58079 3.55668 0.58827
C: -4.42221 -0.28832 2.75427
C: -1.90521 -1.85632 -5.47673
H: 4.36979 0.92268 -1.49073
H: 3.44079 -4.12432 5.90227
H: -2.06121 -1.03432 -6.23273
O: 1.46579 -1.60132 5.33627
H: -2.35121 0.08468 2.16127
C: -0.00021 0.08668 4.87427
H: 2.37279 2.30868 -5.18673
H: 2.32979 2.03468 0.86327
H: 4.08979 2.45968 0.20527
H: -3.51121 1.37168 2.04927
H: 3.29679 1.04568 -7.24673
H: 2.29979 -0.68232 -2.03773
O: -0.27521 0.97068 1.49027
H: 3.14879 1.93768 3.31927
N: 3.99879 1.03668 1.48027
C: 2.54379 -2.19532 6.01927
H: 0.91479 -0.14332 -1.29573
H: -0.57321 -0.83332 4.80527
H: -8.02021 -0.80332 -5.28173
C: 3.33079 -0.27232 1.83927
H: 2.46179 -1.74932 7.00327
H: -7.41221 0.93968 -4.13273
O: 0.56379 -0.66532 0.14827
H: 3.09179 -0.85732 0.79427
C: 1.23679 -0.24432 5.46727
H: -4.43521 -3.94132 0.74127
C: 5.33079 0.63368 1.01827
C: 3.27279 0.97668 -0.95373
H: 1.12579 -1.71132 1.80827
C: -1.80721 -1.06832 -4.15873
H: -0.43521 4.47668 1.83427
H: 1.58079 1.83268 -1.55573
H: 4.74379 -4.17832 0.05127
H: 2.11579 -4.05632 4.74427
H: 4.94379 1.43268 3.51427
H: 1.71579 -1.44832 0.15727
H: 3.44979 -6.62532 1.21027
H: 3.48779 -1.93032 5.56727
C: -5.22221 -3.23332 0.70027
H: -2.92421 -2.35632 -5.38273
C: 1.23879 8.83368 1.13027
O: 2.54179 1.87368 -1.78173
H: 0.01279 0.63168 3.85027
H: 2.00079 9.69868 1.09227
H: -1.06421 -2.47132 -5.64273
H: 4.51079 2.67568 2.31527
C: 3.89179 -6.20532 0.35127
H: 2.85879 7.42468 1.30927
H: -5.08721 -1.70932 -0.79373
N: -2.03221 1.55768 -2.73173
C: 3.28179 1.73168 0.35827
H: -5.86921 -0.44632 0.29127
C: 2.47579 -3.71432 5.83927
H: -2.67021 0.84068 3.36327
C: -5.54421 0.20768 -1.87673
H: 1.76879 -4.23232 6.57427
C: 4.07779 1.84668 2.71327
H: 0.80079 -3.04632 0.67427
H: 3.31779 -6.14732 -0.56573
H: 0.98579 1.04368 -5.91473
H: 0.46679 9.15768 1.64827
H: 5.94079 0.11468 1.79527
O: -1.59621 0.05568 -0.24573
C: 1.61679 5.19168 1.60327
S: -0.32921 0.44268 0.20327
O: 1.11779 6.45568 1.54627
O: 0.29079 1.46768 -3.40673
O: -1.63021 -1.91432 -3.15373
H: -1.58821 -3.49032 -1.00073
C: -5.14021 -0.58932 -0.67773
H: -5.26621 -2.65432 -0.13973
C: 4.21279 -4.75432 0.70927
H: 0.89279 -1.41432 -2.46273
O: 1.89979 0.61968 5.99627
C: 3.04779 0.58968 -6.39873
H: -6.36521 -2.07332 2.01227
C: -1.57021 -1.46532 -1.79873
H: 2.22079 7.82168 2.87227
C: -5.40621 -2.32832 1.92127
H: -2.45921 2.05368 -3.42873
H: -2.08421 0.56068 -2.64873
H: 4.80479 -6.65932 -0.08773
O: 4.04279 -1.99832 0.94527
H: 2.88079 -0.45832 -6.49373
H: 2.62479 0.09468 -0.85873
O: -5.02021 1.22368 -2.24773
H: 3.95079 0.64868 -5.74873
C: 0.50279 4.13768 1.54427
H: -9.09121 -0.46132 -3.87073
H: -4.26721 -0.57732 -0.46873
O: 2.04579 0.34868 -4.29873
C: -8.08321 -0.86832 -4.28973
C: -6.98421 0.01968 -3.82673
O: -5.34021 -0.02232 3.50527
H: -6.27921 0.03368 -4.56373
H: -2.35321 1.94468 -1.93573
H: 3.86979 -0.80132 2.53027
H: -2.09921 -0.59332 -1.66173
C: 1.62679 -2.19132 0.97627
H: -6.12721 -4.03432 0.52327
O: -6.63021 -0.38932 -2.56173
C: 1.14179 0.55368 -3.34973
C: 2.09179 1.20868 -5.38673
H: -5.23321 -2.81732 2.84827
O: -1.94521 0.11368 -4.04973
H: -0.63621 0.83668 5.43427
C: -1.77521 -2.46632 -0.70373
H: 2.26779 -0.00432 1.96327
C: 3.06279 -2.72332 1.08427
H: 1.02879 8.54568 -0.08573
H: 5.98779 1.53368 0.56727
H: 0.52679 3.28268 2.20827
H: 5.47579 -0.07832 0.19227
H: -0.98821 1.84568 -2.90573
H: -7.90021 -2.03132 -4.00473
O: 3.01779 -4.00732 0.84327
C: -3.26121 0.59468 2.53127
O: 2.77979 4.94068 1.81627
H: -2.87221 -2.66932 -0.63873
H: -1.57721 -2.02932 0.29627
H: 4.74579 -4.60932 1.47627
H: -0.63521 -1.09932 -1.58273
O: 0.06279 1.49568 -0.75873
O: -4.26421 -1.42032 1.99927

Cartesian forces (eV/Å) of the 6 atoms listed first:
C 1.898 1.936 -4.088
C 4.748 -1.282 0.265
H -0.679 0.947 0.314
C 0.197 -0.081 0.803
C -2.830 2.688 0.448
H -2.805 -0.465 1.629

Summary:
E_LUMO = 0.411 eV
calculated total energy = -3238.21300 Eh
HOMO = -8.086 eV
frontier orbital gap = 8.50 eV
energy relative to the best compared isomer or geometry (same formula, charge and spin) = 92.4 kJ/mol